1.
ORCA calculation (wB97M-V/def2-TZVPD) on C26H30MoN6O5S as an isolated structure.

```
69
Properties=species:S:1:pos:R:3:forces:R:3
Mo -0.18533 0.00927 0.53981 -0.1 -0.2 0.2
C 4.99087 -1.37099 6.48089 0.0 0.0 0.0
C 3.73332 -1.29633 5.66805 0.0 0.0 0.0
C 3.78585 -1.16887 4.27602 0.0 0.0 0.0
C 2.62915 -1.13033 3.52423 0.0 0.0 0.1
C 1.40046 -1.20901 4.17611 0.0 0.0 -0.1
C 1.31541 -1.33192 5.55690 0.0 0.0 0.0
C 2.48778 -1.37730 6.28957 0.0 0.0 0.0
S -0.05321 -1.16479 3.23175 0.1 0.1 0.0
O -1.20757 -1.24716 4.05532 0.0 0.0 0.1
O 0.07360 -2.01360 2.05254 0.0 0.0 0.0
N -0.02634 0.30986 2.41610 0.0 -0.1 0.0
C 0.05544 1.61048 2.96318 0.0 0.0 0.0
C -0.03576 1.98900 4.27132 0.0 0.0 0.0
C 0.03986 3.36702 4.58722 0.0 0.0 0.0
C 0.18880 4.31607 3.61555 0.0 0.0 0.0
C 0.27284 3.93490 2.25145 0.0 0.0 0.0
C 0.39980 4.82257 1.16349 0.0 0.0 0.0
C 0.45658 4.32807 -0.11648 0.0 0.0 0.0
C 0.37587 2.95060 -0.32824 0.0 -0.1 0.0
N 0.26276 2.08672 0.67095 0.0 0.0 0.0
C 0.21092 2.57190 1.94888 0.0 0.0 0.0
H 5.85259 -1.01434 5.92050 0.0 0.0 0.0
H 5.18390 -2.40441 6.77519 0.0 0.0 0.0
H 4.90202 -0.78550 7.39493 0.0 0.0 0.0
H 4.74914 -1.10448 3.78619 0.0 0.0 0.0
H 2.67260 -1.04832 2.44379 0.0 0.0 0.0
H 0.34917 -1.40130 6.03853 0.0 0.0 0.0
H 2.43602 -1.47992 7.36590 0.0 0.0 0.0
H -0.18533 1.25906 5.05552 0.0 0.0 0.0
H -0.03458 3.66563 5.62342 0.0 0.0 0.0
H 0.23618 5.36563 3.87329 0.0 0.0 0.0
H 0.44467 5.88912 1.34442 0.0 0.0 0.0
H 0.54618 4.98624 -0.96806 0.0 0.0 0.0
H 0.39321 2.53945 -1.33070 0.0 0.0 0.0
C 4.89795 -1.25037 -0.96945 0.0 0.0 -0.1
N 3.69354 -0.64274 -0.39562 0.0 0.0 0.0
C 3.76101 0.77908 -0.05767 0.0 0.0 0.0
C 2.50182 -1.23611 -0.45234 0.0 -0.1 -0.1
O 1.45482 -0.46152 -0.47765 0.1 0.1 -0.1
N 2.37306 -2.55583 -0.51075 -0.1 0.0 0.1
C 1.11199 -3.16440 -0.93527 0.0 0.0 0.0
C 3.31320 -3.46306 0.14838 0.0 0.0 0.1
H 5.40095 -0.49644 -1.57260 0.0 0.0 0.0
H 4.62125 -2.07617 -1.61897 0.0 0.0 0.0
H 5.58826 -1.60534 -0.20502 0.0 0.0 0.0
H 4.80523 1.04126 0.08640 0.0 0.0 0.0
H 3.22633 0.98124 0.87082 0.0 0.0 0.0
H 3.34445 1.39741 -0.85356 0.0 0.0 0.0
H 0.64438 -2.56332 -1.70998 0.0 0.0 0.0
H 0.42666 -3.27733 -0.09619 0.0 0.0 0.0
H 1.34318 -4.14569 -1.34412 0.0 0.0 0.0
H 4.05068 -2.90328 0.71522 0.0 0.0 0.0
H 3.81068 -4.11363 -0.56973 0.0 0.0 0.0
H 2.74621 -4.07760 0.84866 0.0 0.0 0.0
C -4.03285 -2.63182 -0.76098 0.0 0.0 0.0
N -3.72894 -1.24420 -0.39154 0.0 0.0 0.0
C -4.72046 -0.28422 -0.19630 0.0 0.0 0.0
C -4.45485 0.97490 0.17171 0.0 0.0 0.0
C -3.08235 1.41400 0.40570 0.0 0.0 0.0
O -2.72405 2.50383 0.77757 0.0 0.0 0.0
N -2.13966 0.39037 0.15646 -0.1 0.1 0.0
C -2.46429 -0.86873 -0.20653 0.0 0.0 -0.1
O -1.44562 -1.62140 -0.33659 0.1 0.1 0.0
H -5.09510 -2.70277 -0.97287 0.0 0.0 0.0
H -3.77747 -3.30120 0.05751 0.0 0.0 0.0
H -3.46653 -2.90798 -1.64674 0.0 0.0 0.0
H -5.72771 -0.63650 -0.36704 0.0 0.0 0.0
H -5.24914 1.69098 0.31396 0.0 0.0 0.0
```
Positions in Å, forces in eV/Å.

Lowest unoccupied orbital energy (spin up / spin down)   -6.92 / -6.57 eV
Spin multiplicity   3
Net charge   +2

2.
ORCA calculation (wB97M-V/def2-TZVPD) on C26H30N6O4S as an isolated structure.

```
67
Properties=species:S:1:pos:R:3:forces:R:3
C -6.05750 -3.27550 0.46835 0.1 0.0 0.1
N -5.99328 -1.96837 -0.13891 -0.3 -0.2 -0.1
C -4.87884 -1.18444 0.05431 0.1 0.2 0.1
C -4.69080 0.00863 -0.65554 -0.2 -0.1 -0.1
C -3.58728 0.80836 -0.43937 0.2 0.0 0.3
C -2.61770 0.45917 0.48900 -0.2 0.0 0.1
C -2.80751 -0.70998 1.21454 0.0 0.2 -0.1
C -3.90120 -1.52046 1.00094 0.0 -0.2 0.1
H -3.98749 -2.42223 1.58417 0.0 -0.1 0.0
H -2.08070 -1.00173 1.95968 0.1 -0.1 0.1
C -1.41820 1.33449 0.77522 -0.3 0.1 -0.1
N -0.19198 0.54665 0.96244 -0.3 0.1 0.0
C 0.16097 -0.40625 0.06232 0.0 -0.1 -0.3
O -0.56299 -0.67609 -0.90210 0.1 -0.1 0.0
C 1.45075 -1.06470 0.18368 0.7 -0.3 0.1
C 1.87172 -2.06922 -0.69731 -0.2 0.4 0.6
N 1.12134 -2.68933 -1.61189 -0.2 -0.2 -0.5
H 0.22267 -2.27994 -1.82450 0.1 -0.1 0.0
H 1.59838 -3.32385 -2.23800 -0.1 0.1 0.1
C 3.24618 -2.38285 -0.44570 -0.3 0.5 0.3
N 3.81954 -1.67708 0.50488 0.2 -0.2 -0.3
S 2.80207 -0.62095 1.18591 -0.1 -0.3 -0.4
C 4.00083 -3.39050 -1.21736 0.5 -0.2 0.0
O 3.50340 -4.02394 -2.13460 -0.2 0.0 -0.1
N 5.27955 -3.53792 -0.82022 0.2 -0.1 0.0
H 5.62946 -2.97388 -0.06513 0.0 0.0 0.0
H 5.87783 -4.19288 -1.29376 -0.1 0.0 0.0
C 0.53086 0.81386 2.14919 0.2 0.0 0.5
C 0.66333 -0.16847 3.12651 -0.2 0.1 0.0
C 1.33215 0.11580 4.30259 0.0 0.0 0.1
C 1.86258 1.37751 4.51366 0.0 0.0 0.1
C 1.71692 2.35980 3.54849 0.0 0.1 0.0
C 1.04999 2.08468 2.36858 0.0 -0.1 -0.1
H 0.91734 2.85161 1.62070 0.0 0.1 -0.1
H 2.12093 3.34686 3.71465 0.0 0.1 0.0
H 2.38191 1.59718 5.43397 0.0 0.0 0.1
H 1.43112 -0.64802 5.05894 0.0 -0.1 0.1
H 0.24449 -1.14961 2.95632 0.0 -0.1 0.0
H -1.58889 1.85321 1.72808 0.1 0.0 -0.3
C -1.20037 2.44324 -0.27085 0.0 -0.3 0.2
O -1.25737 3.61995 0.03932 -0.1 0.3 0.2
N -0.93275 2.00046 -1.50550 0.2 -0.2 -0.4
C -0.69335 2.87674 -2.62586 0.4 0.2 -0.2
H -1.14148 3.84900 -2.40368 0.0 -0.1 -0.1
H -1.17164 2.44168 -3.50642 0.0 0.1 0.0
C 0.80868 3.07768 -2.91456 -0.4 0.3 -0.1
C 1.51682 3.91713 -1.83344 0.1 -0.2 0.0
H 1.70648 4.93164 -2.17664 0.0 0.1 0.0
C 2.80256 3.13698 -1.56201 -0.1 -0.2 -0.2
H 3.16103 3.23985 -0.54032 0.1 0.0 0.1
C 2.35624 1.71310 -1.88183 0.3 0.0 0.4
H 3.16945 1.04332 -2.16711 0.0 0.0 0.1
O 1.48681 1.82875 -2.98697 -0.2 0.0 -0.2
H 1.82590 1.28279 -1.02045 0.1 0.0 -0.1
H 3.59014 3.44316 -2.25140 0.1 0.0 0.0
H 0.89686 3.96825 -0.93987 0.0 0.1 0.0
H 0.89819 3.54590 -3.90419 0.0 0.0 0.1
H -0.88741 0.99781 -1.66218 0.0 0.1 0.1
H -3.49142 1.72377 -1.00389 0.0 0.1 -0.1
H -5.41015 0.32790 -1.39100 -0.1 0.0 -0.1
C -6.85469 -1.71026 -1.26757 0.0 0.1 0.0
H -7.31189 -0.72228 -1.17823 0.0 0.0 -0.1
H -6.31496 -1.76189 -2.22079 0.0 0.0 0.0
H -7.65534 -2.44610 -1.28683 0.0 0.0 0.0
H -6.99838 -3.75153 0.20152 0.0 0.0 0.0
H -6.02533 -3.18926 1.55663 0.0 -0.1 0.0
H -5.23640 -3.92622 0.14338 0.0 0.0 0.0
```
Positions in Å, forces in eV/Å.

Lowest unoccupied orbital energy   -0.14 eV

3.
ORCA calculation (wB97M-V/def2-TZVPD) on C26H31AsClHfI2N2O3SSe5 as an isolated structure at a distorted geometry.

```
73
Properties=species:S:1:pos:R:3:forces:R:3
Hf -0.95899 1.51753 0.12960 -2.0 -1.7 1.1
Se -2.13542 3.52623 1.28423 -0.3 0.6 0.5
Se -3.73061 2.13083 0.31369 0.2 -0.4 -0.4
Se -2.50822 1.00509 -1.78823 -1.1 0.4 -1.5
Se -3.47074 -0.77199 -2.64052 -0.2 -0.3 0.3
I 0.45560 -1.00943 -0.60423 0.6 -0.7 -0.1
I 3.17071 -0.63526 -0.89132 -0.5 0.1 0.1
C 1.65349 4.66598 -4.06559 0.1 0.0 0.0
C 2.77413 3.73343 -3.68365 -0.1 0.1 0.0
C 3.45453 3.09326 -4.71868 0.0 -0.1 0.0
C 4.53382 2.25985 -4.49198 -0.1 0.1 0.2
Cl 5.33639 1.51465 -5.82806 0.0 -0.1 -0.1
C 4.97477 2.03247 -3.19867 -0.1 0.0 0.0
C 4.30085 2.64215 -2.15961 0.0 0.1 0.1
C 3.21617 3.48381 -2.38291 0.2 -0.3 -0.1
O 2.75034 4.07788 -1.22020 0.0 0.2 0.1
C 1.39474 4.34398 -1.02342 0.0 0.0 0.0
C 0.56436 3.12331 -0.71091 0.5 1.1 -0.8
O 0.92849 2.23189 0.12542 1.9 0.5 0.3
O -0.59635 2.99941 -1.20170 0.8 1.7 -1.4
H 1.60593 4.75229 -5.14927 0.0 0.0 0.0
H 1.81466 5.66966 -3.66892 -0.1 0.0 0.0
H 0.68427 4.29219 -3.73223 0.0 0.0 0.0
H 3.13262 3.26753 -5.73681 0.0 0.0 0.0
H 5.82268 1.39122 -3.00525 0.0 0.0 0.0
H 4.61903 2.49546 -1.13632 0.0 0.0 0.0
H 0.91217 4.87986 -1.83689 0.0 -0.1 0.1
H 1.34628 4.97115 -0.12565 -0.1 0.0 0.0
C -1.96889 -3.82683 -0.92846 0.0 0.1 0.0
As -2.19782 -2.31377 0.30507 -0.2 -1.0 -0.1
C -4.12801 -2.65979 0.60021 0.2 0.1 0.1
C -1.14754 -3.14809 1.79499 0.0 0.3 0.1
C -1.69717 -3.75704 3.06918 0.0 0.0 0.0
C -0.82628 -4.56995 3.79702 0.0 -0.1 0.0
C -1.19901 -5.10109 5.01995 0.0 0.0 0.0
C -2.45429 -4.83019 5.54522 -0.1 0.0 0.0
C -3.32936 -4.02714 4.83540 0.0 0.0 0.0
C -2.94885 -3.49319 3.61095 0.0 0.1 -0.1
H -2.30806 -4.74333 -0.44442 0.0 0.0 0.1
H -0.92002 -3.92549 -1.20542 0.0 0.0 0.0
H -2.55233 -3.66045 -1.82952 0.0 0.1 0.0
H -4.25306 -3.62438 1.09015 0.1 0.0 0.0
H -4.56984 -2.70088 -0.39296 0.0 0.1 0.0
H -4.62522 -1.88440 1.18014 0.1 0.0 0.0
H -0.43754 -2.36854 2.09211 0.0 0.0 0.0
H -0.54526 -3.90182 1.28167 0.0 0.1 0.0
H 0.16401 -4.78176 3.41098 0.0 0.0 -0.1
H -0.50493 -5.72754 5.56420 0.0 0.0 0.0
H -2.74742 -5.24696 6.49898 0.0 0.0 0.0
H -4.31206 -3.80575 5.23026 0.0 0.0 0.0
H -3.64262 -2.85593 3.08258 0.0 0.0 0.0
Se -2.71284 0.30200 2.75758 -0.5 0.0 -0.1
N -1.09641 0.53781 2.00506 0.4 -0.7 2.0
C -0.17025 0.42135 2.99031 -0.6 -0.1 -0.2
C 1.22737 0.46826 2.82782 0.5 0.0 0.1
C 2.01292 0.25813 3.92957 -0.2 0.1 -0.4
C 1.46245 0.03993 5.21721 -0.3 -0.1 0.4
C 0.11513 0.01422 5.41445 0.3 0.0 0.2
C -0.73159 0.18850 4.29514 -0.2 0.0 -0.4
N -2.05856 0.10940 4.32920 0.4 -0.3 0.7
H 1.67510 0.66725 1.86388 0.0 -0.1 0.0
H 3.08816 0.25441 3.81427 0.0 0.1 0.0
H 2.12926 -0.10680 6.05513 0.0 0.0 0.0
H -0.32915 -0.15924 6.38394 0.0 0.0 0.0
C -0.97841 1.17038 -4.94726 0.2 0.1 0.3
S 0.20533 1.21470 -3.57086 0.1 0.0 -0.4
C 1.52965 0.24180 -4.33797 -0.3 0.1 0.1
H -0.95783 0.17611 -5.38707 -0.1 0.0 -0.1
H -0.71014 1.93048 -5.67727 0.0 -0.1 -0.1
H -1.97259 1.36111 -4.55219 0.0 0.1 -0.1
H 1.70730 0.62492 -5.34034 0.1 0.0 0.0
H 1.23842 -0.80625 -4.38487 0.1 0.0 0.0
H 2.43253 0.36141 -3.74592 0.0 0.0 0.0
```
Positions in Å, forces in eV/Å.

Lowest unoccupied orbital energy   -4.92 eV
Net charge   +1

What are the relative energy (zero: lowest compared OMol25 entry of this formula, charge and spin) values for these records? In order: 13.4, 0.0, 77.0 kcal per mole.